1.
Entry from OMol25: C4H10N2O2 in the gas phase at a distorted geometry (ωB97M-V with the def2-TZVPD basis set).

Cartesian coordinates (Å):
H (-0.012, 2.934, -0.620)
N (-0.233, 2.492, 0.284)
C (-0.412, 1.236, 0.228)
C (-0.266, 0.392, 1.438)
C (1.375, -0.205, 1.486)
O (1.849, -1.054, 0.352)
N (-0.346, 0.668, -1.177)
O (0.114, -0.625, -1.721)
C (-1.015, -1.470, -1.489)
H (-0.245, 1.064, 2.338)
H (-0.962, -0.528, 1.661)
H (1.732, 0.956, 1.365)
H (1.504, -0.699, 2.574)
H (0.940, -0.996, -0.299)
H (-0.390, 1.317, -1.908)
H (-2.166, -1.358, -1.911)
H (-1.036, -1.790, -0.379)
H (-0.432, -2.335, -2.223)

Properties
HOMO energy = -9.41 eV
Total charge = 0
SMILES string = [H]/N=C(/CCO)NOC
ΔE to the lowest compared entry with this formula, charge and spin = 783.1 kJ/mol
LUMO = 0.02794 Eh



2.
Entry from OMol25: 2 unconnected molecules or ions with the total composition C4H10N2O2 at a distorted geometry (ωB97M-V with the def2-TZVPD basis set).

Cartesian coordinates (Å):
C (1.797, 0.869, 1.287)
C (0.815, 1.323, 2.279)
N (-0.425, 1.732, 1.876)
O (1.060, 1.294, 3.484)
H (2.482, 0.157, 1.807)
H (2.355, 1.659, 0.678)
H (1.204, 0.398, 0.369)
H (-1.100, 2.235, 2.355)
H (-0.395, 1.926, 0.840)
C (-1.229, -1.378, -2.717)
C (-0.648, -0.640, -1.435)
N (-0.541, -1.518, -0.380)
O (-0.081, 0.493, -1.424)
H (-1.554, -0.706, -3.500)
H (-2.043, -2.128, -2.509)
H (-0.463, -2.124, -3.167)
H (-0.209, -1.116, 0.437)
H (-1.028, -2.477, -0.280)

Properties
HOMO energy = -9.43 eV
Total charge = 0
SMILES string = CC(N)=O.CC(N)=O
ΔE to the lowest compared entry with this formula, charge and spin = 148.2 kJ/mol
LUMO = 0.02175 Eh



Gap between HOMO and LUMO: 10.1740; 10.0191 (eV)